(1)
{"formula": "C4H9NO2", "method": "the ωB97M-V functional and the def2-TZVPD basis", "symbols": ["C", "C", "O", "C", "N", "C", "O", "H", "H", "H", "H", "H", "H", "H", "H", "H"], "positions_angstrom": [[-1.512109, -1.045512, 0.604990], [-0.411217, 0.002441, 0.791503], [-0.981456, 1.296071, 0.818218], [0.672711, -0.084226, -0.292251], [0.211779, 0.456572, -1.588695], [1.960343, 0.668868, 0.126603], [2.512162, 0.437759, 1.153575], [-2.074368, -1.130104, 1.530871], [-1.143239, -2.020840, 0.278705], [-2.194927, -0.752703, -0.197795], [0.163039, -0.241012, 1.692356], [-0.457600, 1.848211, 0.231023], [0.950967, -1.130264, -0.478591], [-0.693491, 0.056055, -1.812985], [0.841080, 0.109496, -2.304093], [2.156324, 1.529195, -0.553432]], "forces_ev_per_a": [[-0.04, 0.30, -0.44], [0.65, -0.86, -0.59], [0.10, -0.10, 0.32], [0.34, -0.32, -1.19], [0.04, 0.07, 0.30], [-2.10, 0.20, -0.42], [0.87, -0.05, 0.38], [-0.14, -0.15, -0.04], [0.28, 0.01, 0.47], [-0.07, 0.27, 0.19], [-0.35, 0.30, 0.34], [-0.16, 0.20, -0.11], [0.06, -0.07, 0.75], [-0.03, 0.13, 0.04], [-0.02, 0.20, -0.12], [0.61, -0.14, 0.13]], "lowdin_charge": [-0.039, -0.408, -0.013, -0.326, 0.040, -0.222, 0.085, 0.080, 0.081, 0.078, 0.137, 0.081, 0.145, 0.074, 0.078, 0.128], "total_energy_ev": -9878.2237, "smiles": "C[C@H](O)[C@@H](N)C=O", "orbital_gap_ev": 10.7, "mol_weight_g_mol": 103.121}

(2)
{"formula": "C28H44InN3O5PS3Si2", "method": "the ωB97M-V functional and the def2-TZVPD basis", "symbols": ["In", "O", "C", "O", "C", "O", "C", "C", "O", "O", "H", "H", "H", "H", "H", "S", "C", "C", "C", "C", "N", "C", "C", "C", "S", "C", "N", "H", "H", "C", "Si", "C", "C", "C", "Si", "C", "C", "C", "H", "H", "H", "H", "H", "H", "H", "H", "H", "H", "H", "H", "H", "H", "H", "H", "H", "H", "H", "S", "C", "C", "N", "C", "H", "H", "H", "C", "C", "P", "C", "C", "C", "C", "H", "H", "H", "H", "H", "H", "H", "H", "H", "H", "H", "H", "H", "H", "H"], "positions_angstrom": [[0.302427, -0.095974, -0.260519], [3.235491, 3.286268, -2.677363], [2.611594, 2.714522, -1.646507], [2.600342, 1.525816, -1.457215], [2.016029, 3.747367, -0.702327], [0.842693, 3.321973, -0.049483], [-0.356098, 3.463435, -0.819756], [-0.385477, 2.521302, -2.046420], [-0.221445, 3.024983, -3.153735], [-0.586051, 1.278567, -1.804164], [3.540093, 2.597860, -3.284342], [2.755115, 3.917978, 0.083659], [1.859648, 4.676834, -1.257798], [-1.174787, 3.201328, -0.149922], [-0.455968, 4.501594, -1.150811], [0.145444, -2.593325, 0.753256], [1.296408, -3.319895, -0.312630], [2.071952, -4.383838, 0.153877], [2.974853, -5.055691, -0.658846], [3.726922, -6.144784, -0.130404], [4.319872, -7.024710, 0.315202], [3.122841, -4.653584, -1.999505], [2.380941, -3.573863, -2.460486], [1.480781, -2.883219, -1.649811], [0.651958, -1.515390, -2.340366], [4.023878, -5.327597, -2.873099], [4.745163, -5.862360, -3.593162], [1.956406, -4.700217, 1.181825], [2.500829, -3.247236, -3.485093], [3.824977, -0.802736, -0.173826], [3.291755, -0.041352, 1.476050], [3.642572, -1.318646, 2.838040], [4.527260, 1.376527, 1.762929], [1.468876, 0.410547, 1.670012], [0.976843, 1.811761, 2.823548], [0.824791, 0.982210, 4.535027], [-0.680971, 2.679114, 2.511111], [2.209527, 3.233752, 3.067504], [4.558432, -1.597353, -0.018880], [4.265251, -0.052220, -0.832066], [2.979434, -1.231438, -0.708399], [4.693042, -1.618960, 2.867434], [3.039593, -2.216857, 2.679881], [3.381630, -0.916075, 3.820387], [5.511721, 1.067858, 1.404171], [4.620796, 1.615588, 2.823773], [4.251968, 2.292600, 1.234675], [1.042235, -0.484177, 2.134614], [0.071093, 0.190619, 4.511764], [0.537065, 1.694129, 5.313573], [1.771451, 0.524392, 4.832310], [-1.275597, 2.110052, 1.803027], [-0.524418, 3.672063, 2.087812], [-1.256294, 2.785487, 3.433836], [3.135089, 2.904581, 3.540456], [1.752439, 3.985035, 3.716477], [2.466269, 3.725705, 2.127443], [-3.116497, -0.939906, 3.900573], [-3.851882, 0.302116, 2.970466], [-3.126951, 0.527048, 1.848065], [-2.012594, -0.256989, 1.706067], [-1.878880, -1.066265, 2.705052], [-4.757466, 0.780269, 3.304647], [-3.366398, 1.241684, 1.074939], [-1.090164, -1.799592, 2.798568], [-4.672499, -2.128030, -0.327220], [-4.856420, -0.744678, -0.956163], [-3.211111, -0.089961, -1.551646], [-3.728177, 1.464146, -2.456093], [-5.204368, 1.713732, -2.757915], [-2.890911, -1.225020, -2.981112], [-3.997275, -1.416872, -4.014051], [-5.529992, -2.398763, 0.291998], [-3.775536, -2.151860, 0.296510], [-4.553889, -2.893696, -1.095584], [-5.217489, -0.043748, -0.198394], [-5.607377, -0.777948, -1.747458], [-3.143385, 1.471585, -3.379070], [-3.347531, 2.300029, -1.861996], [-5.652044, 0.904764, -3.335339], [-5.307144, 2.630749, -3.342775], [-5.781327, 1.834706, -1.839702], [-2.597935, -2.184053, -2.547543], [-1.994819, -0.819979, -3.455268], [-4.900042, -1.837023, -3.566588], [-3.662487, -2.104228, -4.793981], [-4.256092, -0.472568, -4.495726]], "forces_ev_per_a": [[0.38, -0.14, 0.21], [0.05, 0.41, -0.21], [-0.06, -0.39, 0.30], [-0.33, 0.19, -0.13], [-0.39, 0.09, -0.06], [0.12, -0.14, -0.13], [0.23, -0.13, -0.14], [0.23, 0.61, 0.01], [-0.11, -0.20, 0.15], [0.32, -0.47, 0.59], [0.03, -0.19, 0.10], [0.07, 0.04, -0.09], [-0.04, 0.01, 0.05], [0.06, 0.06, 0.05], [0.00, -0.05, -0.06], [-0.26, 0.23, -0.03], [0.05, -0.06, -0.17], [0.10, -0.13, -0.05], [-0.24, 0.36, -0.25], [0.20, -0.31, 0.18], [-0.03, 0.05, -0.03], [-0.28, 0.15, 0.38], [0.04, -0.01, -0.06], [0.03, -0.23, 0.07], [-0.05, 0.49, 0.24], [0.23, -0.15, -0.27], [-0.04, 0.03, 0.04], [-0.01, 0.00, 0.00], [0.06, -0.01, 0.01], [-0.18, 0.10, 0.18], [0.36, -0.22, 0.10], [-0.05, 0.14, -0.14], [-0.26, -0.06, 0.03], [-0.49, 0.37, -1.05], [-0.03, -0.02, 0.37], [0.03, 0.14, -0.21], [0.20, -0.10, -0.12], [0.00, -0.21, -0.11], [-0.01, -0.03, 0.10], [-0.04, -0.04, 0.08], [0.09, -0.05, -0.09], [0.01, 0.03, -0.05], [-0.03, 0.01, -0.03], [0.00, 0.00, 0.01], [-0.01, -0.07, -0.03], [0.03, 0.02, -0.04], [0.02, -0.03, -0.01], [0.09, 0.01, 0.20], [-0.01, 0.00, -0.01], [0.00, 0.03, -0.02], [0.00, -0.01, -0.01], [-0.08, 0.03, 0.00], [0.07, 0.01, 0.04], [0.01, -0.07, 0.02], [-0.05, 0.04, 0.00], [-0.08, -0.02, 0.01], [-0.03, -0.01, 0.07], [0.12, 0.07, -0.26], [-0.02, -0.09, 0.14], [-0.19, -0.11, 0.07], [0.34, 0.11, -0.20], [-0.29, -0.12, 0.33], [0.01, 0.05, -0.08], [0.01, 0.02, 0.02], [0.06, 0.06, 0.00], [0.00, 0.10, -0.02], [0.28, 0.00, 0.02], [-0.50, -0.21, -0.25], [0.13, -0.02, 0.14], [0.10, -0.03, -0.04], [-0.11, 0.11, 0.12], [0.12, 0.01, 0.06], [0.01, -0.05, -0.02], [-0.01, -0.04, 0.04], [0.02, -0.01, 0.01], [-0.02, 0.02, 0.00], [-0.01, 0.03, 0.02], [0.06, 0.05, 0.02], [0.04, 0.02, -0.05], [-0.02, 0.00, 0.03], [-0.05, 0.02, 0.03], [-0.05, -0.03, -0.03], [0.09, 0.01, -0.03], [0.06, -0.06, 0.02], [-0.03, 0.01, -0.04], [-0.04, 0.00, -0.02], [-0.04, -0.02, -0.01]], "lowdin_charge": [0.583, 0.135, -0.477, 0.081, -0.099, -0.160, -0.101, -0.639, 0.048, -0.206, 0.139, 0.121, 0.141, 0.108, 0.130, 0.631, -0.702, -0.070, -0.200, -0.192, 0.150, -0.200, -0.070, -0.705, 0.671, -0.193, 0.148, 0.110, 0.111, -0.170, 0.439, -0.174, -0.181, -0.435, 0.450, -0.176, -0.172, -0.176, 0.042, 0.024, -0.023, 0.028, 0.022, 0.013, 0.031, 0.015, 0.013, -0.068, 0.010, 0.026, 0.016, -0.019, 0.027, 0.037, 0.012, 0.032, 0.005, 0.999, -0.394, -0.300, -0.037, -0.520, 0.063, 0.096, 0.016, -0.159, -0.434, 0.978, -0.402, -0.166, -0.427, -0.150, 0.065, 0.053, 0.064, 0.058, 0.055, 0.078, 0.057, 0.050, 0.067, 0.061, 0.066, 0.045, 0.057, 0.067, 0.056], "total_energy_ev": -107187.0866, "charge": -1, "orbital_gap_ev": 7.0, "mol_weight_g_mol": 800.841}

Repeat the first record exactly.
{"formula": "C4H9NO2", "method": "the ωB97M-V functional and the def2-TZVPD basis", "symbols": ["C", "C", "O", "C", "N", "C", "O", "H", "H", "H", "H", "H", "H", "H", "H", "H"], "positions_angstrom": [[-1.512109, -1.045512, 0.604990], [-0.411217, 0.002441, 0.791503], [-0.981456, 1.296071, 0.818218], [0.672711, -0.084226, -0.292251], [0.211779, 0.456572, -1.588695], [1.960343, 0.668868, 0.126603], [2.512162, 0.437759, 1.153575], [-2.074368, -1.130104, 1.530871], [-1.143239, -2.020840, 0.278705], [-2.194927, -0.752703, -0.197795], [0.163039, -0.241012, 1.692356], [-0.457600, 1.848211, 0.231023], [0.950967, -1.130264, -0.478591], [-0.693491, 0.056055, -1.812985], [0.841080, 0.109496, -2.304093], [2.156324, 1.529195, -0.553432]], "forces_ev_per_a": [[-0.04, 0.30, -0.44], [0.65, -0.86, -0.59], [0.10, -0.10, 0.32], [0.34, -0.32, -1.19], [0.04, 0.07, 0.30], [-2.10, 0.20, -0.42], [0.87, -0.05, 0.38], [-0.14, -0.15, -0.04], [0.28, 0.01, 0.47], [-0.07, 0.27, 0.19], [-0.35, 0.30, 0.34], [-0.16, 0.20, -0.11], [0.06, -0.07, 0.75], [-0.03, 0.13, 0.04], [-0.02, 0.20, -0.12], [0.61, -0.14, 0.13]], "lowdin_charge": [-0.039, -0.408, -0.013, -0.326, 0.040, -0.222, 0.085, 0.080, 0.081, 0.078, 0.137, 0.081, 0.145, 0.074, 0.078, 0.128], "total_energy_ev": -9878.2237, "smiles": "C[C@H](O)[C@@H](N)C=O", "orbital_gap_ev": 10.7, "mol_weight_g_mol": 103.121}